Arrangement w

{"formula": "C2H10O4", "method": "ωB97M-V/def2-TZVPD", "species": ["C", "C", "O", "H", "H", "H", "H", "O", "H", "H", "O", "H", "H", "O", "H", "H"], "coordinates": [[0.113, -1.060, 2.150], [0.170, -1.640, 0.944], [-0.207, -0.896, -0.142], [0.755, -1.288, 2.986], [-0.455, -0.140, 2.174], [0.507, -2.661, 0.798], [-0.144, -1.462, -0.912], [-0.627, -0.762, -2.931], [-1.040, 0.065, -2.606], [0.147, -0.383, -3.359], [-1.239, 1.936, -0.092], [-0.702, 1.153, -0.256], [-2.154, 1.696, 0.032], [1.737, 1.774, 0.016], [2.188, 1.470, 0.810], [0.952, 2.197, 0.391]], "nbo_charge": [-0.53, 0.14, -0.71, 0.21, 0.20, 0.17, 0.51, -0.95, 0.48, 0.47, -0.98, 0.50, 0.48, -0.94, 0.47, 0.48], "smiles": "C=CO.O.O.O", "orbital_gap_ev": 9.625, "multiplicity": 1}

---

Arrangement x

{"formula": "C2H10O4", "method": "ωB97M-V/def2-TZVPD", "species": ["C", "C", "O", "H", "H", "H", "H", "O", "H", "H", "O", "H", "H", "O", "H", "H"], "coordinates": [[1.652, -0.755, 1.011], [0.551, -1.076, 1.948], [-0.556, -1.370, 1.559], [2.597, -1.188, 1.351], [1.805, 0.325, 0.891], [1.502, -1.009, -0.043], [0.782, -1.022, 3.026], [-2.159, -0.408, -0.476], [-1.389, -0.728, 0.001], [-2.771, -0.338, 0.265], [-0.771, 2.354, -0.687], [-0.618, 2.411, -1.638], [-1.610, 1.888, -0.593], [0.671, 0.447, -2.178], [-0.092, 0.697, -1.628], [0.405, -0.229, -2.807]], "nbo_charge": [-0.75, 0.46, -0.57, 0.23, 0.27, 0.26, 0.12, -0.97, 0.49, 0.47, -0.95, 0.47, 0.49, -0.97, 0.49, 0.47], "smiles": "CC=O.O.O.O", "orbital_gap_ev": 11.331, "multiplicity": 1}

---

The structure with the most favorable energy is arrangement x; the runner-up is 0.0267 hartree above it.

---

Arrangement w

{"formula": "C5H8O4", "method": "ωB97M-V/def2-TZVPD", "species": ["C", "C", "C", "C", "C", "O", "O", "O", "O", "H", "H", "H", "H", "H", "H", "H", "H"], "coordinates": [[-0.671, -2.730, -0.066], [0.812, 2.388, 0.672], [-0.025, 0.224, -0.425], [0.248, -0.697, 0.526], [0.113, 1.677, -0.450], [-0.640, -0.242, -1.609], [0.893, -0.297, 1.659], [-1.619, -2.475, -0.915], [-0.369, 2.280, -1.412], [-0.892, 0.585, -2.076], [1.131, -1.081, 2.164], [-1.360, -1.633, -1.440], [0.421, -2.184, -0.165], [-1.001, -3.474, 0.674], [0.824, 3.455, 0.462], [0.305, 2.193, 1.618], [1.829, 2.010, 0.784]], "nbo_charge": [0.10, -0.70, -0.01, 0.08, 0.53, -0.74, -0.69, -0.65, -0.60, 0.52, 0.49, 0.53, 0.26, 0.19, 0.23, 0.24, 0.24], "orbital_gap_ev": [8.153, 8.154], "multiplicity": 1}

---

Arrangement x

{"formula": "C5H8O4", "method": "ωB97M-V/def2-TZVPD", "species": ["C", "C", "C", "O", "C", "O", "C", "O", "O", "H", "H", "H", "H", "H", "H", "H", "H"], "coordinates": [[-2.062, -1.001, -1.021], [-1.085, 0.164, -0.736], [0.359, -0.375, -0.404], [0.452, -1.237, 0.739], [1.318, -0.432, 1.455], [1.702, -0.560, 2.558], [1.369, 0.717, 0.417], [0.708, 1.807, 0.975], [2.507, 1.082, -0.241], [-3.125, -0.555, -1.064], [-1.970, -1.678, -0.148], [-1.948, -1.545, -1.986], [-1.468, 0.692, 0.195], [-1.040, 0.699, -1.701], [0.964, -0.949, -1.214], [0.227, 1.666, 1.715], [3.090, 1.503, 0.461]], "nbo_charge": [-0.62, -0.44, 0.06, -0.51, 0.72, -0.53, 0.42, -0.70, -0.67, 0.21, 0.22, 0.21, 0.22, 0.23, 0.20, 0.48, 0.49], "smiles": "CC[C@@H]1OC(=O)C1(O)O", "orbital_gap_ev": 10.811, "multiplicity": 1}

---

The structure with the most favorable energy is arrangement x; the runner-up is 0.1247 hartree above it.

---

Arrangement w

{"formula": "CH3N2O2S", "method": "ωB97M-V/def2-TZVPD", "species": ["C", "N", "N", "O", "O", "S", "H", "H", "H"], "coordinates": [[-1.919, 1.547, 0.847], [-0.237, 1.036, 0.274], [0.769, -1.299, -0.196], [0.762, 0.864, 1.284], [-0.869, -1.208, 1.586], [0.036, -0.443, 0.803], [-1.780, 2.439, 1.553], [1.095, -0.765, -0.998], [0.592, -2.359, -0.343]], "nbo_charge": [0.33, -0.46, -1.06, -0.46, -0.76, 2.34, 0.10, 0.47, 0.52], "charge": 1, "orbital_gap_ev": [8.660, 8.658], "multiplicity": 1}

---

Arrangement x

{"formula": "CH3N2O2S", "method": "ωB97M-V/def2-TZVPD", "species": ["C", "N", "N", "O", "O", "S", "H", "H", "H"], "coordinates": [[2.106, -1.036, -0.373], [3.003, -1.706, -0.779], [-1.418, 0.845, 0.495], [-0.276, 2.088, 2.352], [1.268, -0.582, 0.322], [-0.808, 0.856, 1.967], [3.535, -1.864, -1.690], [-1.375, 1.642, -0.002], [-1.339, 0.163, -0.252]], "nbo_charge": [0.86, -0.70, -0.96, -0.67, -0.63, 1.72, 0.47, 0.43, 0.48], "charge": 1, "orbital_gap_ev": 7.416, "multiplicity": 1}

---

The structure with the most favorable energy is arrangement x; the runner-up is 0.3148 hartree above it.